Run 1
Computed, not measured: a gas-phase ion, C3H8NO2 (charge +1), with wB97M-V/def2-TZVPD.

XYZ file:
```
14
Properties=species:S:1:pos:R:3
C -0.82025 0.82482 -0.02465
C -0.33526 -0.58480 0.04731
C 1.09558 -0.83838 0.01808
N 1.90615 0.37016 0.16703
O -2.24964 0.78134 0.01630
O -1.17027 -1.57852 0.16111
H -0.42426 1.35026 0.79446
H -0.46893 1.33720 -0.93110
H 1.37712 -1.35575 -0.99276
H 1.50531 -1.61970 0.64516
H -2.76581 1.59916 0.38668
H 2.87967 0.17634 0.27053
H 1.54292 1.06328 -0.46131
H -2.07232 -1.52540 -0.09684
```

Its HOMO-LUMO gap is 8.46 eV. For the lowest unoccupied orbital energy, the calculation gives -5.76 eV. The total charge is +1. The spin multiplicity is 1.

Mulliken atomic charge list, values in e, 6 entries: number 1, C, carries -0.6767; number 2, C, carries 0.6429; number 3, C, carries -0.3488; number 4, N, carries -0.4841; number 5, O, carries -0.5854; number 6, O, carries -0.3373

Run 2
Computed, not measured: 2 unconnected molecules or ions with the total composition C3H8NO2, with wB97M-V/def2-TZVPD.

XYZ file:
```
14
Properties=species:S:1:pos:R:3
O 2.36875 -0.26948 -0.17741
C 1.40226 -0.64122 -0.75573
O 1.42754 -1.41369 -1.85742
C -0.02569 -0.28738 -0.34946
H 2.35113 -1.71671 -1.90052
H -0.70201 -0.24309 -1.20190
H 0.12671 0.68707 0.11438
H -0.30729 -1.02683 0.40206
C -2.61261 1.01221 2.06953
N -2.15020 1.45014 0.96357
H -2.92669 -0.02295 2.13249
H -2.74041 1.71266 2.88697
H -1.87394 2.41750 0.92466
H -1.88308 0.74007 0.28166
```

Its HOMO-LUMO gap is 7.91 eV. For the lowest unoccupied orbital energy, the calculation gives -6.03 eV. The total charge is +1. The spin multiplicity is 1.

Mulliken atomic charge list, values in e, 6 entries: number 1, O, carries -0.4931; number 2, C, carries 0.3692; number 3, O, carries -0.4192; number 4, C, carries -0.8965; number 5, H, carries 0.3661; number 6, H, carries 0.4528

Run 3
Computed, not measured: a molecular structure, C3H8NO2, with wB97M-V/def2-TZVPD.

XYZ file:
```
14
Properties=species:S:1:pos:R:3
C 0.68411 0.66664 -1.36731
C -0.94698 0.01825 -0.32947
C -0.69246 -0.08321 1.41904
N 0.34521 -0.67699 -0.87361
O -0.57151 1.15499 -0.97662
O 0.69360 -0.29604 1.58681
H 1.56172 1.16209 -0.83608
H 0.92230 0.87737 -2.40778
H -1.88224 -0.41426 -0.65536
H -1.21517 -0.84618 1.90874
H -1.23314 0.78243 1.82194
H 0.21711 -1.54016 -1.59148
H 1.12588 -0.94582 -0.15438
H 0.99156 0.14086 2.45556
```

Its HOMO-LUMO gap is 11.29 eV. For the lowest unoccupied orbital energy, the calculation gives -3.61 eV. The total charge is +1. The spin multiplicity is 1.

Mulliken atomic charge list, values in e, 6 entries: number 1, C, carries -0.2606; number 2, C, carries 0.1105; number 3, C, carries -0.4505; number 4, N, carries -0.3350; number 5, O, carries -0.3389; number 6, O, carries -0.5726

Run 4
Computed, not measured: a molecular structure, C3H8NO2, with wB97M-V/def2-TZVPD.

XYZ file:
```
14
Properties=species:S:1:pos:R:3
O 0.07411 -1.08137 0.21780
C 0.06643 -2.11860 1.09366
O -0.65090 -1.84750 2.25631
H -0.41715 -2.95381 0.56780
H -0.32636 -1.01066 2.61242
C -0.26842 1.57807 -1.38500
C 0.04659 2.27550 -0.22246
N 0.10702 0.36367 -1.60415
H -0.86883 2.12597 -2.11154
H -0.52936 3.14331 0.06571
H 0.97549 2.08956 0.30426
H 0.39457 0.14000 -2.55985
H 1.09227 -2.35897 1.43448
H 0.30454 -0.34519 -0.66943
```

Its HOMO-LUMO gap is 4.56 eV. For the lowest unoccupied orbital energy, the calculation gives -9.08 eV. The total charge is +1. The spin multiplicity is 1.

Mulliken atomic charge list, values in e, 6 entries: number 1, O, carries -0.4571; number 2, C, carries -0.1221; number 3, O, carries -0.4521; number 4, H, carries 0.2548; number 5, H, carries 0.3061; number 6, C, carries 0.0814

Stability, lowest: run 4

Run 1
Computed, not measured: 2 unconnected molecules or ions with the total composition C9H14O, with wB97M-V/def2-TZVPD.

XYZ file:
```
24
Properties=species:S:1:pos:R:3
C -0.40815 1.08616 -1.57605
C 1.68852 -1.57317 -3.09421
C 1.81961 -2.52204 -2.04116
C 0.77506 -0.55575 -2.99360
C 0.12666 -0.31343 -1.69675
C 0.97748 -2.38841 -0.93626
C 0.20615 -1.24893 -0.68906
H 2.28446 -1.74705 -3.96677
H 2.56143 -3.28534 -2.21708
H 0.68964 0.10039 -3.84274
H 0.83254 -3.20048 -0.22597
H -1.39064 0.90332 -2.07798
H 0.11353 1.74713 -2.25522
H 0.07243 -1.04058 0.36231
H -0.77808 1.38407 -0.59696
C -0.55313 1.16424 2.73495
C -1.92027 1.26272 3.36914
O 0.47151 1.90378 3.35459
H -0.22497 0.13741 2.54748
H -0.55958 1.55803 1.69601
H -2.13953 2.30121 3.62609
H 0.22051 2.70736 3.78792
H -2.22672 0.57593 4.16710
H -2.63846 1.04342 2.56428
```

Its HOMO-LUMO gap (alpha / beta) is 8.26 / 4.44 eV. For the lowest unoccupied orbital energy (alpha / beta), the calculation gives -4.41 / -8.22 eV. The total charge is +1. The spin multiplicity is 2.

Mulliken atomic charge list, values in e, 6 entries: number 1, C, carries -1.0495; number 2, C, carries -0.4095; number 3, C, carries -0.3672; number 4, C, carries -0.5163; number 5, C, carries 1.0515; number 6, C, carries -0.2138

Run 2
Computed, not measured: 2 unconnected molecules or ions with the total composition C9H14O, with wB97M-V/def2-TZVPD.

XYZ file:
```
24
Properties=species:S:1:pos:R:3
C -2.01420 1.54652 1.97994
C -2.68467 0.16955 2.13973
H -0.94630 1.51871 2.16339
H -2.05402 1.94211 0.95539
H -2.53618 2.28425 2.58387
H -2.27324 -0.26278 3.05104
H -3.76489 0.08730 2.11097
H -2.38702 -0.46134 1.29480
C 2.21241 1.59061 -1.77891
C 1.26832 0.26578 0.11273
C 1.74075 0.30080 -1.20582
C 0.58864 -0.86362 0.53096
C 1.46932 -0.72842 -2.14848
C 0.31596 -1.86984 -0.41031
C 0.79271 -1.85358 -1.74296
O -0.46306 -2.84393 0.01813
H 1.45321 1.09383 0.77761
H 0.30976 -0.86159 1.57158
H 1.65994 2.06292 -2.60389
H 3.19274 1.58690 -2.27449
H 1.91121 -0.81717 -3.12811
H 0.54544 -2.66367 -2.41526
H -0.53840 -3.56734 -0.59086
H 2.20159 2.34401 -0.99103
```

Its HOMO-LUMO gap (alpha / beta) is 10.26 / 6.91 eV. For the lowest unoccupied orbital energy (alpha / beta), the calculation gives -3.86 / -7.60 eV. The total charge is +1. The spin multiplicity is 2.

Mulliken atomic charge list, values in e, 6 entries: number 1, C, carries -0.7648; number 2, C, carries -0.7113; number 3, H, carries 0.1763; number 4, H, carries 0.2655; number 5, H, carries 0.3305; number 6, H, carries 0.2589

Run 3
Computed, not measured: 2 unconnected molecules or ions with the total composition C9H14O, with wB97M-V/def2-TZVPD.

XYZ file:
```
24
Properties=species:S:1:pos:R:3
C -3.47431 0.07963 0.35716
C -3.10886 -1.15953 -0.43787
H -4.22598 -0.03404 1.23003
H -2.52090 0.44477 0.80048
H -4.00569 0.87793 -0.25766
H -2.17090 -1.07480 -1.01610
H -3.87088 -1.52880 -1.13194
H -2.98608 -2.05778 0.22295
C 1.27246 0.12589 2.79571
C -0.16257 0.72360 -0.68386
C -0.01208 0.74972 0.72346
C 0.88915 0.24162 -1.38586
C 1.02897 0.07222 1.35836
C 1.90448 -0.51332 -0.71665
C 2.07937 -0.42005 0.58314
O 1.10419 0.28167 -2.73196
H -1.11829 1.05992 -1.06076
H -0.77416 1.38516 1.25795
H 0.22604 0.43476 -3.24844
H 2.68306 -1.03042 -1.36062
H 2.45689 0.36616 2.99951
H 1.07227 -0.68188 3.47868
H 2.98496 -0.87021 1.10114
H 0.91635 1.05719 3.27894
```

Its HOMO-LUMO gap (alpha / beta) is 10.45 / 6.72 eV. For the lowest unoccupied orbital energy (alpha / beta), the calculation gives -3.84 / -7.80 eV. The total charge is +1. The spin multiplicity is 2.

Mulliken atomic charge list, values in e, 6 entries: number 1, C, carries -0.4146; number 2, C, carries -0.7498; number 3, H, carries 0.3322; number 4, H, carries -0.1505; number 5, H, carries 0.2424; number 6, H, carries 0.1564

Stability, lowest: run 1

Run 1
Computed, not measured: 2 unconnected molecules or ions with the total composition C9H14O, with wB97M-V/def2-TZVPD.

XYZ file:
```
24
Properties=species:S:1:pos:R:3
C -0.93504 -1.63553 -2.54623
C 0.84202 -2.27922 -0.88690
C -0.43192 -1.66178 -1.12725
C 1.39247 -2.00472 0.33371
C -1.09129 -1.01873 -0.13811
C 0.70142 -1.31709 1.36162
C -0.61783 -0.87108 1.17159
O 1.32078 -0.95342 2.51432
H 1.46460 -2.67668 -1.57160
H 2.44327 -2.12551 0.44561
H -0.74941 -2.61265 -3.01083
H -1.98422 -1.41869 -2.66040
H -2.13699 -0.73256 -0.21708
H -1.21732 -0.42861 2.01455
H 0.91805 -0.89200 3.28940
H -0.34487 -0.95451 -3.14010
C -0.34007 2.61061 1.14059
C 0.53997 3.13419 -0.01936
H -0.79371 1.76698 0.90946
H 0.25526 2.71388 1.99350
H -1.31489 3.29407 1.17549
H 0.13223 4.15792 -0.26003
H 0.42523 2.69648 -0.99393
H 1.52225 3.20865 0.22198
```

Its HOMO-LUMO gap (alpha / beta) is 9.87 / 6.13 eV. For the lowest unoccupied orbital energy (alpha / beta), the calculation gives -4.09 / -7.84 eV. The total charge is +1. The spin multiplicity is 2.

Mulliken atomic charge list, values in e, 6 entries: number 1, C, carries -1.3591; number 2, C, carries -0.5760; number 3, C, carries 0.6280; number 4, C, carries -0.5142; number 5, C, carries -0.2391; number 6, C, carries 0.7671

Run 2
Computed, not measured: 2 unconnected molecules or ions with the total composition C9H14O, with wB97M-V/def2-TZVPD.

XYZ file:
```
24
Properties=species:S:1:pos:R:3
C 1.09710 -1.74989 -2.61635
C 0.92738 -2.03423 -1.10259
H 0.22228 -2.10888 -3.15652
H 1.17414 -0.66404 -2.76274
H 1.98393 -2.16218 -3.08213
H 0.04649 -1.51580 -0.70161
H 0.51118 -3.04528 -1.13854
H 1.79402 -1.74187 -0.52062
C -2.66184 1.24728 -0.11059
C 1.07534 1.08843 0.32010
C -0.19702 1.35534 -0.12485
C 1.08744 0.60718 1.64485
C -1.38984 1.13479 0.62070
C -0.03982 0.41769 2.49438
C -1.27301 0.62949 1.93254
O 2.23000 0.30665 2.29088
H 2.00398 1.14287 -0.22289
H -0.36017 1.74978 -1.12245
H 2.94090 0.92957 2.05627
H 0.03668 0.12050 3.52716
H -2.92884 2.29761 -0.28456
H -3.48082 0.85460 0.49966
H -2.09102 0.44427 2.60975
H -2.70847 0.69612 -1.04981
```

Its HOMO-LUMO gap (alpha / beta) is 10.34 / 6.61 eV. For the lowest unoccupied orbital energy (alpha / beta), the calculation gives -3.92 / -7.69 eV. The total charge is +1. The spin multiplicity is 2.

Mulliken atomic charge list, values in e, 6 entries: number 1, C, carries -0.9105; number 2, C, carries -0.5854; number 3, H, carries 0.3042; number 4, H, carries 0.2322; number 5, H, carries 0.3170; number 6, H, carries 0.0703

Stability, lowest: run 1